<A>
The following is a DFT calculation (ωB97M-V with the def2-TZVPD basis set) of a cluster of 2 separate species, C4H8NO3 in total.

Each line ends with the Mulliken charge.
Cartesian coordinates (Å):
C (0.22126, -1.55847, 2.40411)  -1.013
C (0.63765, -1.26656, 0.84562)  0.577
O (-0.11835, -1.98717, 0.18390)  -0.679
O (1.70562, -0.79820, 0.52904)  -0.705
H (0.93203, -2.25833, 2.80351)  0.274
H (-0.73274, -1.63295, 2.79017)  0.385
H (0.48069, -0.53706, 2.90039)  0.204
C (-0.00175, 1.21841, -0.36718)  -0.657
C (-0.99577, 1.37804, -1.49079)  0.628
O (-1.99423, 2.04624, -1.47626)  -0.615
N (-0.46038, 0.86044, -2.67436)  -0.424
H (-0.40135, 1.06426, 0.67924)  0.229
H (0.79507, 2.09751, -0.26996)  0.222
H (-1.07701, 0.61916, -3.44199)  0.212
H (0.39186, 0.33185, -2.62222)  0.244
H (0.61742, 0.42282, -0.79322)  0.120

- charge = -1
- frontier orbital gap (eV) = 7.603
- highest occupied orbital energy (Ha) = -0.138



<B>
The following is a DFT calculation (ωB97M-V with the def2-TZVPD basis set) of a cluster of 2 separate species, C4H8NO3 in total.

Each line ends with the Mulliken charge.
Cartesian coordinates (Å):
C (0.55016, 2.07419, 0.18887)  -0.819
C (0.36789, 1.47948, 1.64255)  0.533
O (-0.25824, 0.37321, 1.62357)  -0.692
O (0.84888, 2.05420, 2.60965)  -0.706
H (0.60041, 3.24094, 0.30756)  0.259
H (-0.27156, 1.84240, -0.51649)  0.205
H (1.43508, 1.59490, -0.14366)  0.213
C (0.47695, -1.48110, 0.05402)  -0.426
C (-0.37642, -1.74182, -1.12786)  0.558
O (-0.10153, -2.57439, -1.98815)  -0.683
N (-1.63456, -1.20211, -1.15051)  -0.417
H (-2.15827, -1.24155, -1.88631)  0.213
H (-1.64420, -0.21708, -0.58017)  0.284
H (1.22591, -2.40168, 0.15337)  0.251
H (-0.11008, -1.28888, 1.01614)  0.346
H (1.04959, -0.51069, -0.20258)  -0.120

- charge = -1
- frontier orbital gap (eV) = 8.279
- highest occupied orbital energy (Ha) = -0.165



<C>
The following is a DFT calculation (ωB97M-V with the def2-TZVPD basis set) of the ion C4H8NO3 with charge -1.

Each line ends with the Mulliken charge.
Cartesian coordinates (Å):
O (-1.30922, 1.56105, -0.69636)  -0.987
C (-0.89888, 0.50900, -0.14948)  1.464
N (-1.83326, -0.06378, 0.90530)  -0.445
O (-2.85651, 0.99172, 0.94845)  -0.503
C (-0.07327, -0.56913, -1.09690)  -1.325
C (1.15838, -0.42385, -0.20266)  -0.352
C (0.46913, 0.60548, 0.72340)  -0.901
O (1.05406, 1.87352, 0.98475)  -0.536
H (-2.16604, -0.93698, 0.41348)  0.238
H (-2.49267, 1.68264, 0.32286)  0.365
H (-0.08023, -0.15023, -2.01761)  0.422
H (-0.51031, -1.55260, -0.99050)  0.336
H (1.50707, -1.26863, 0.33661)  0.185
H (2.09279, 0.04914, -0.67002)  0.197
H (0.11373, 0.13884, 1.60363)  0.545
H (1.67959, 2.12412, 0.27961)  0.296

- charge = -1
- frontier orbital gap (eV) = 6.858
- highest occupied orbital energy (Ha) = -0.102
- structure (SMILES) = [O-][C@@]1(NO)CC[C@H]1O



<D>
The following is a DFT calculation (ωB97M-V with the def2-TZVPD basis set) of a cluster of 2 separate species, C4H8NO3 in total.

Each line ends with the Mulliken charge.
Cartesian coordinates (Å):
C (-1.31820, 0.12417, 2.50726)  -0.617
C (-0.78871, 1.59373, 2.24934)  0.549
O (-0.37837, 2.22785, 3.24094)  -0.714
O (-0.77810, 1.87566, 1.03207)  -0.700
H (-0.98622, -0.57424, 1.73400)  0.027
H (-2.39008, 0.10746, 2.27494)  0.208
H (-1.20806, -0.20058, 3.55187)  0.271
C (0.50701, -1.17052, -0.91873)  -0.723
C (0.88637, -0.82672, -2.29851)  0.497
O (0.53891, -1.53152, -3.24612)  -0.644
N (1.46635, 0.37795, -2.67839)  -0.376
H (1.77732, 0.46198, -3.62972)  0.220
H (1.73341, 1.23284, -2.21392)  0.200
H (1.04575, -1.95263, -0.40740)  0.313
H (-0.52717, -1.49238, -0.87853)  0.279
H (0.41980, -0.25308, -0.31909)  0.210

- charge = -1
- frontier orbital gap (eV) = 7.505
- highest occupied orbital energy (Ha) = -0.150



Here are the energies relative to the best structure, in hartree: <A> 0.0365; <B> 0.0264; <C> 0.1723; <D> 0.0000.



<A>
The following is a DFT calculation (ωB97M-V with the def2-TZVPD basis set) of a cluster of 2 separate species, C4H8NO3 in total.

Each line ends with the Mulliken charge.
Cartesian coordinates (Å):
C (-0.57055, 1.20645, -2.79022)  -0.813
C (-1.03858, 1.30343, -1.28563)  0.710
O (-1.75201, 0.39412, -0.76565)  -0.833
O (-0.77091, 2.29579, -0.60814)  -0.707
H (0.50401, 1.09927, -2.81474)  0.178
H (-0.74041, 2.30168, -3.13022)  0.211
H (-1.23722, 0.33862, -3.11666)  0.273
C (0.02193, -0.16121, 1.72836)  -0.807
C (1.24681, -0.88400, 1.31711)  0.580
O (2.13133, -0.46928, 0.58951)  -0.619
N (1.23759, -2.19758, 1.78384)  -0.440
H (1.72285, -2.95536, 1.41960)  0.206
H (0.29476, -2.45029, 2.22953)  0.222
H (0.09574, 0.68063, 2.38407)  0.289
H (-0.59432, -0.65305, 2.32286)  0.416
H (-0.55103, 0.15080, 0.73638)  0.134

- charge = -1
- frontier orbital gap (eV) = 7.382
- highest occupied orbital energy (Ha) = -0.135



<B>
The following is a DFT calculation (ωB97M-V with the def2-TZVPD basis set) of the ion C4H8NO3 with charge -1.

Each line ends with the Mulliken charge.
Cartesian coordinates (Å):
C (-0.63704, -1.88699, -0.95703)  -0.736
N (-0.87619, -0.53859, -0.55655)  -0.391
C (0.12680, 0.06056, 0.31769)  -0.020
C (-0.57419, 1.18559, 1.11888)  -0.632
O (0.29749, 2.14242, 1.68503)  -0.615
C (1.40275, 0.57970, -0.45216)  0.589
O (2.15899, 1.32901, 0.22033)  -0.809
O (1.49680, 0.24815, -1.64150)  -0.697
H (-1.54479, -2.48732, -1.08681)  0.300
H (-0.05338, -2.39388, -0.17878)  0.263
H (-0.00849, -2.03293, -1.85123)  0.244
H (-1.01675, 0.13031, -1.29918)  0.285
H (0.46923, -0.68398, 1.03533)  0.258
H (-1.29388, 1.65429, 0.44046)  0.244
H (-1.12115, 0.72568, 1.94702)  0.235
H (1.17381, 1.96797, 1.25848)  0.482

- charge = -1
- frontier orbital gap (eV) = 8.164
- highest occupied orbital energy (Ha) = -0.152
- structure (SMILES) = CN[C@H](CO)C(=O)[O-]



<C>
The following is a DFT calculation (ωB97M-V with the def2-TZVPD basis set) of the ion C4H8NO3 with charge -1.

Each line ends with the Mulliken charge.
Cartesian coordinates (Å):
C (0.14640, -1.61290, -1.45719)  -0.913
N (-0.51251, -0.44380, -0.95894)  -0.432
C (-0.10834, -0.03866, 0.37012)  0.081
C (-1.07348, 1.06986, 0.79957)  -0.728
O (-0.80019, 1.61700, 2.05845)  -0.583
C (1.36185, 0.52638, 0.44767)  0.586
O (1.71583, 0.87145, 1.61617)  -0.826
O (2.00775, 0.61374, -0.60723)  -0.702
H (-0.09817, -1.77311, -2.49629)  0.341
H (-0.24335, -2.53917, -1.00297)  0.282
H (1.21782, -1.66346, -1.25209)  0.313
H (-0.35884, 0.32342, -1.59220)  0.276
H (-0.19790, -0.87057, 1.06434)  0.290
H (-1.17066, 1.82639, -0.00261)  0.233
H (-2.06464, 0.61670, 0.83189)  0.302
H (0.17841, 1.47674, 2.18130)  0.481

- charge = -1
- frontier orbital gap (eV) = 8.202
- highest occupied orbital energy (Ha) = -0.151
- structure (SMILES) = CN[C@H](CO)C(=O)[O-]



Here are the energies relative to the best structure, in hartree: <A> 0.0299; <B> 0.0047; <C> 0.0000.



<A>
The following is a DFT calculation (ωB97M-V with the def2-TZVPD basis set) of a cluster of 5 separate species, C3H15NO4 in total.

Each line ends with the Mulliken charge.
Cartesian coordinates (Å):
C (-2.36220, 2.85783, -2.10498)  -0.696
C (-1.62382, 1.76209, -1.95197)  -0.035
C (-0.15347, 1.87984, -1.67195)  -0.190
N (0.24928, 1.94188, -0.25614)  -0.590
H (-3.43489, 2.90639, -2.15293)  0.284
H (-1.83503, 3.80421, -2.03784)  0.242
H (-2.04844, 0.77507, -2.10374)  0.313
H (0.43927, 1.13048, -2.19661)  -0.190
H (0.31176, 2.78832, -2.07654)  0.340
H (-0.07821, 1.09819, 0.20952)  0.242
H (-0.22437, 2.70896, 0.20434)  0.268
O (2.14119, -3.87057, -1.03853)  -0.624
H (1.91163, -3.99359, -0.11134)  0.299
H (1.58069, -3.12207, -1.28802)  0.322
O (1.82086, -3.20206, 4.08560)  -0.641
H (2.37750, -3.30960, 3.31604)  0.315
H (2.33381, -3.04895, 4.88029)  0.326
O (-2.45357, -0.13655, 3.79180)  -0.642
H (-1.80129, 0.09366, 4.46150)  0.320
H (-2.48122, -1.09521, 3.79071)  0.321
O (1.91369, -1.00394, -1.89384)  -0.636
H (1.72944, -0.42174, -1.15010)  0.361
H (1.68739, -0.54264, -2.70530)  0.293

- charge = 0
- frontier orbital gap (eV) = 10.034
- highest occupied orbital energy (Ha) = -0.355
- structure (SMILES) = C=CCN.O.O.O.O



<B>
The following is a DFT calculation (ωB97M-V with the def2-TZVPD basis set) of a cluster of 5 separate species, C3H15NO4 in total.

Each line ends with the Mulliken charge.
Cartesian coordinates (Å):
C (-0.00783, -1.52060, 1.86851)  -1.008
C (0.80054, -1.64599, 0.80249)  0.781
C (1.32443, -2.98923, 0.40830)  -1.402
N (1.29970, -0.57052, 0.10781)  -0.342
H (-0.31686, -0.55387, 2.24715)  0.333
H (-0.37138, -2.41883, 2.34341)  0.272
H (0.55256, -3.74632, 0.41647)  0.330
H (2.15861, -3.27307, 1.04924)  0.316
H (1.83742, -3.05300, -0.55400)  0.378
H (2.05061, -0.65692, -0.55733)  0.141
H (1.10457, 0.33850, 0.50618)  0.209
O (-1.59683, 4.34786, 0.45956)  -0.660
H (-2.26297, 4.15723, 1.12555)  0.302
H (-1.13487, 3.52319, 0.24127)  0.375
O (1.33855, 1.04401, -2.35750)  -0.652
H (2.06063, 1.63903, -2.60787)  0.329
H (0.71991, 1.53043, -1.77447)  0.363
O (-0.93038, 2.01514, -0.99133)  -0.748
H (-1.34386, 1.13736, -0.84563)  0.413
H (-1.55704, 2.53959, -1.50465)  0.352
O (-2.03212, -0.51268, -0.48907)  -0.804
H (-2.53291, -0.47447, 0.33235)  0.343
H (-1.16046, -0.85683, -0.22644)  0.378

- charge = 0
- frontier orbital gap (eV) = 8.845
- highest occupied orbital energy (Ha) = -0.305
- structure (SMILES) = C=C(C)N.O.O.O.O



Here are the energies relative to the best structure, in hartree: <A> 0.0465; <B> 0.0000.